Density functional theory data (ωB97M-V with the def2-TZVPD basis set) for a cluster of 6 separate species, C16H46N2O6 in total.

Output
M ... 362.552 g/mol
Total charge ... 0
SMILES string ... COC[C@H](C)N.COC[C@H](C)N.CCO.CCO.CCO.CCO
ΔE to the lowest compared entry with this formula, charge and spin ... 1.8859 eV

Cartesian coordinates (Å):
O: -1.1373 -3.5673 6.2333
O: -2.5948 7.6892 -3.0448
O: 1.3603 -5.1513 -2.8309
O: 4.6381 0.8337 2.0258
O: 6.0990 9.1075 -3.8201
O: -4.4181 0.0812 -3.2076
N: 1.8094 -3.9156 4.0501
N: -1.1336 -7.1522 -4.6822
C: 2.7314 2.2251 2.0369
C: 4.9811 8.8217 -3.0133
C: -3.0505 7.1534 -1.8418
C: -5.5757 0.0091 -2.3587
C: 2.0082 -3.8742 6.4606
C: 0.8383 -3.8237 -3.0585
C: 5.2316 8.9981 -1.5724
C: 4.0601 1.9046 2.6690
C: -0.6897 -6.2841 -3.6643
C: 1.0486 -4.0148 5.2582
C: -5.0586 -0.6387 -1.1121
C: -0.1870 -3.0409 5.2607
C: -4.4566 7.6435 -1.7043
C: -0.9382 -6.9714 -2.3193
C: -2.3103 -2.7762 6.3717
C: 0.8270 -6.0951 -3.8015
H: -1.1942 -5.3179 -3.6621
H: -0.3949 -7.9160 -2.2953
H: -2.1307 -7.3013 -4.7430
H: -0.7698 -8.0818 -4.5281
H: 6.1894 8.5706 -1.2760
H: 0.0745 -2.0197 5.5380
H: -2.8329 7.0451 -3.7157
H: 2.4629 -4.6857 4.0421
H: -4.5874 -0.5999 -3.8626
H: 2.9148 2.1902 0.9630
H: 0.1098 -3.6064 -2.2773
H: -2.4210 7.4578 -1.0056
H: 4.0854 9.3994 -3.2415
H: 5.2388 10.0675 -1.3619
H: 4.7120 2.7777 2.6985
H: 4.7125 7.7947 -3.2607
H: -1.9949 -7.1660 -2.1362
H: -3.0964 6.0666 -1.9119
H: 2.4175 -4.8768 6.5849
H: 1.3498 -7.0307 -3.6031
H: 2.7975 -3.1520 6.2521
H: -2.8269 -3.1007 7.2750
H: 4.4676 8.5970 -0.9063
H: 3.8884 1.5765 3.6942
H: -5.8273 1.0625 -2.2357
H: -5.8538 -0.8803 -0.4068
H: 1.0349 -5.8252 -4.8369
H: -3.0432 -3.0005 5.5967
H: 2.2754 3.1753 2.3151
H: -4.5257 8.7312 -1.7182
H: -0.7041 -2.9714 4.3037
H: 0.3598 -3.6577 -4.0237
H: 1.7038 -3.1677 -2.9663
H: -4.5779 -1.5887 -1.3457
H: 1.5724 -3.6104 7.4242
H: 2.0411 1.4142 2.2690
H: 0.6048 -5.0104 5.2588
H: -6.4691 -0.4066 -2.8247
H: -4.3126 0.0344 -0.6897
H: -4.9975 7.2430 -0.8469
H: 1.3308 -4.0849 3.1770
H: 4.1125 0.0615 2.2474
H: -2.2620 -1.7034 6.5585
H: -4.9898 7.4015 -2.6236
H: 5.9008 9.2783 -4.7438
H: -0.6276 -6.3445 -1.4835

***

Density functional theory data (ωB97M-V with the def2-TZVPD basis set) for a cluster of 5 separate species, C16H46N4O5 in total.

Output
M ... 374.567 g/mol
Total charge ... 0
SMILES string ... COC[C@H](C)N.COC[C@H](C)N.COC[C@H](C)N.COC[C@H](C)N.O
ΔE to the lowest compared entry with this formula, charge and spin ... 1.6342 eV

Cartesian coordinates (Å):
O: 0.8948 -1.1695 2.2944
O: 0.3463 1.4110 0.5714
O: 3.2436 1.1036 0.4091
O: -3.4797 3.1514 -0.4737
O: 1.3544 -1.9070 -3.5117
N: -2.2652 3.9990 2.1642
N: 4.1830 -0.7158 -2.6738
N: -2.5416 -2.5098 1.7789
N: -0.4504 0.2558 -2.3714
C: -1.5040 -1.5576 2.1676
C: 3.5307 -0.3859 -1.4037
C: 1.7695 -2.7953 -4.5130
C: 1.9728 -1.3717 3.1501
C: -2.9100 2.2323 0.4507
C: -0.0616 -1.9068 -3.4168
C: 3.5236 -1.5547 -0.4408
C: -1.8000 -0.8543 3.5256
C: -0.5303 -1.2062 -2.1461
C: -0.1037 -2.1966 2.2202
C: -2.0001 -1.5536 -1.8043
C: -4.3624 2.8624 2.4946
C: -2.9296 2.6708 1.9010
C: -3.3606 2.7492 -1.7977
C: 3.5831 2.2802 1.1133
C: 4.1110 0.7804 -0.6700
H: -1.0799 -0.0036 3.5814
H: 2.0100 -3.7326 -4.1163
H: -2.4058 4.5643 1.3543
H: 2.9093 2.3469 1.9527
H: 1.2164 1.1688 0.2396
H: -3.2658 1.2152 0.3759
H: 0.0616 -2.9328 3.0248
H: 2.6810 -2.3892 -4.9711
H: -1.7685 -1.5289 4.3292
H: -0.8004 0.7284 -1.5137
H: 5.1181 0.6062 -0.3827
H: 3.5431 3.1707 0.5224
H: -3.4408 -2.0299 2.0171
H: -1.2525 3.7931 2.2653
H: -4.9065 3.5680 1.8789
H: -0.4338 -1.4211 -4.3256
H: 4.5622 2.0959 1.5776
H: -0.3885 -2.9422 -3.5435
H: -2.0801 -2.5731 -1.4886
H: 2.7370 -0.5592 2.9710
H: 3.5673 -1.0886 -3.3529
H: 0.0841 -2.7086 1.2641
H: 0.1119 -1.5824 -1.3450
H: 4.5013 -1.5806 0.0413
H: -1.8308 2.1301 0.2729
H: 2.7522 -1.5753 0.2766
H: -3.8649 3.4547 -2.4472
H: 2.4508 -2.3577 2.8585
H: -1.5205 -0.7498 1.3973
H: -2.3465 -0.9698 -0.9883
H: -3.9573 1.8605 -1.9851
H: 1.6479 -1.4385 4.2220
H: 2.4900 -0.0176 -1.6095
H: 3.3859 -2.4039 -1.0692
H: -4.2409 3.3373 3.4510
H: 0.9739 -2.8621 -5.3220
H: -2.6360 -1.4907 -2.6578
H: -2.2550 2.5855 -2.0797
H: -2.7600 -0.3210 3.5344
H: 4.2140 1.6481 -1.3513
H: 0.5096 0.5797 -2.5287
H: -4.9112 1.9525 2.6316
H: 0.2264 0.9108 1.3688
H: -2.5148 -2.8187 0.8385
H: -2.3223 1.8241 2.4247
H: 5.0153 -1.2741 -2.6116

***

Density functional theory data (ωB97M-V with the def2-TZVPD basis set) for a cluster of 6 separate species, C16H47Cl2O20P5 in total.

Output
M ... 785.308 g/mol
Total charge ... 0
SMILES string ... COP(=O)(OC)OC.COP(=O)(OC)OC.COP(=O)(OC)OC.COP(=O)(OC)OC.COP(=O)(OC)OC.ClCCl

Cartesian coordinates (Å):
Cl: 11.6986 12.3846 13.5047
Cl: 12.4904 15.1732 14.3746
P: 9.5031 8.7198 11.3770
P: 15.6348 11.8709 18.1937
P: 10.4291 8.5787 17.6945
P: 15.2694 8.0034 13.2288
P: 7.9617 12.6227 11.7074
O: 8.2794 12.5594 13.2752
O: 9.3238 12.2113 11.0055
O: 10.9005 8.9330 10.6267
O: 12.0081 8.8129 17.9567
O: 9.7180 10.0370 17.9994
O: 10.2667 8.6408 16.1340
O: 15.9708 8.7592 12.0314
O: 6.7759 11.9414 11.3317
O: 16.6865 12.9795 17.9999
O: 16.3150 10.5683 18.1929
O: 15.4435 8.9303 14.5001
O: 14.4908 12.1067 17.0797
O: 8.4391 8.9821 10.2265
O: 9.8896 7.4596 18.5192
O: 14.8552 12.1845 19.5589
O: 7.9084 14.1438 11.4474
O: 13.9619 7.5223 12.7714
O: 16.2282 6.8194 13.6541
O: 9.2962 9.4478 12.6297
O: 9.4408 7.1753 11.6286
C: 16.9221 9.8405 12.0648
C: 6.8038 14.8907 11.9368
C: 11.2062 14.1217 13.7267
C: 9.6387 6.2059 10.5839
C: 16.0800 14.3140 17.8398
C: 10.7949 7.6484 15.1813
C: 14.9661 11.9183 15.7379
C: 10.1927 11.2243 17.3630
C: 16.1406 5.7344 12.7305
C: 9.3532 12.2209 9.5528
C: 11.7276 10.1709 10.8462
C: 7.0342 8.7828 10.4923
C: 13.7253 11.2722 19.7604
C: 14.6840 8.5006 15.6917
C: 12.7203 7.9786 18.9560
C: 7.8330 11.5808 14.2288
H: 7.7360 12.0701 15.1837
H: 17.1467 5.4133 12.4692
H: 12.5625 8.4611 19.9343
H: 15.7307 11.1412 15.7433
H: 9.4722 12.0237 17.7092
H: 6.8468 11.2156 13.9898
H: 8.9747 6.3896 9.7455
H: 17.8129 9.5475 11.6159
H: 8.5009 11.7346 8.9996
H: 10.9647 14.4112 12.7636
H: 13.7862 8.0043 18.7070
H: 10.6846 6.2373 10.2215
H: 12.1821 10.4719 9.9002
H: 8.5451 10.7754 14.2132
H: 12.3197 6.9646 18.8966
H: 16.4865 10.7613 11.6222
H: 11.0934 11.4386 17.8741
H: 6.9537 15.3885 12.9149
H: 11.0577 10.9360 11.1929
H: 10.2921 11.1146 16.2951
H: 12.8791 11.8513 19.4392
H: 10.3209 14.1530 14.4088
H: 14.1208 11.6077 15.1445
H: 17.2372 10.1253 13.1041
H: 14.2327 7.5561 15.4896
H: 15.5450 14.5264 18.7037
H: 10.2218 7.5874 14.3336
H: 6.4831 9.7297 10.3209
H: 13.9030 9.1878 16.0612
H: 6.6602 15.6812 11.2277
H: 10.2478 11.6692 9.3938
H: 12.5502 9.9999 11.5911
H: 15.4961 5.9574 11.8296
H: 10.7733 6.6652 15.6537
H: 15.3776 12.8289 15.2609
H: 15.4697 14.1950 16.9610
H: 13.7457 11.0359 20.7740
H: 11.7948 7.9472 14.8281
H: 16.9230 14.9889 17.6728
H: 6.6358 8.0740 9.7670
H: 6.9466 8.3937 11.4673
H: 9.3724 5.2759 11.0743
H: 13.8347 10.4045 19.1040
H: 15.7846 4.7877 13.2198
H: 5.9163 14.3238 12.1091
H: 15.3362 8.4556 16.5680
H: 9.5008 13.2667 9.1744

***

Density functional theory data (ωB97M-V with the def2-TZVPD basis set) for a structure of composition C16H47N8NbO4P3S.

Output
M ... 633.499 g/mol
Total charge ... -1

Cartesian coordinates (Å):
Nb: 1.0637 -5.8484 3.8211
S: 2.0268 -2.7909 5.9965
P: 0.5461 4.9605 -3.4194
P: 0.4576 -3.6175 5.1020
P: -1.3663 -1.2207 0.4180
O: 3.1396 -5.4708 3.8140
O: -0.6588 -2.2740 1.1904
O: -0.4138 3.9959 -2.7838
O: -0.7541 -8.6482 6.4092
N: -2.7485 -0.2049 0.1481
N: -1.1930 -1.7640 -1.1950
N: 1.9893 4.0424 -3.3860
N: 1.1774 6.2719 -4.4028
N: 4.2167 -6.4779 5.7380
N: 0.0943 -9.3730 4.4397
N: 0.4824 6.0920 -2.0784
N: -0.3236 0.1230 0.7134
C: 0.5024 0.6852 -0.3388
C: 0.8555 6.0225 -5.8336
C: -1.1140 -6.2808 3.9105
C: -0.7455 -8.5580 5.1981
C: -3.9904 -0.9680 0.4253
C: -2.8517 1.0694 0.8753
C: 0.4459 0.0222 1.9548
C: -1.6906 -7.6083 4.4965
C: -1.7320 -3.0976 -1.4406
C: 1.5809 6.2025 -1.1370
C: 3.3304 4.5963 -3.3656
C: 3.7686 -6.0692 4.7469
C: 0.7757 7.6614 -4.1252
C: 1.9607 2.8450 -4.2245
C: -1.3629 -0.9354 -2.3717
C: -0.7852 6.1116 -1.3563
H: 0.7695 1.0207 2.2605
H: -0.2167 6.1095 -6.0319
H: -0.7766 -0.0248 -2.3315
H: 1.3903 -7.3997 2.9079
H: -3.9904 -1.9117 -0.1241
H: -3.8459 1.4878 0.6992
H: 3.4660 5.3326 -2.5821
H: -0.5490 -3.9157 6.0516
H: 0.9894 2.3549 -4.1594
H: 1.2322 8.0288 -3.2137
H: 1.3325 -0.6118 1.8502
H: -1.2732 -3.5342 -2.3302
H: -2.7098 0.9621 1.9537
H: -2.2052 -8.1747 3.7107
H: 0.1238 -9.0637 3.4755
H: -0.8794 7.0588 -0.8167
H: 1.8508 5.2404 -0.6813
H: 2.4650 6.6407 -1.6063
H: -0.8715 5.2927 -0.6327
H: -2.8217 -3.0861 -1.5935
H: -1.4579 -6.1716 2.8745
H: -0.1068 1.1885 -1.0925
H: 1.3766 -6.5288 5.4886
H: -0.1585 -0.3848 2.7625
H: 2.1642 3.0716 -5.2811
H: -2.4601 -7.3608 5.2247
H: 1.1379 -0.0691 -0.8224
H: -1.6295 6.0415 -2.0396
H: 1.1715 5.0176 -6.1259
H: -0.3062 7.7906 -4.0558
H: 1.3871 6.7282 -6.4714
H: -1.5090 -3.7596 -0.6048
H: 0.9278 -4.8617 2.2726
H: 4.0363 3.7922 -3.1476
H: 1.1531 1.4677 0.0561
H: -2.4101 -0.6615 -2.5628
H: 1.0252 -9.3211 4.8400
H: -0.1014 -2.6910 4.1930
H: -4.0996 -1.1995 1.4897
H: -4.8630 -0.4020 0.0988
H: -2.1387 1.7947 0.4965
H: 1.1457 8.2936 -4.9374
H: 1.3117 6.8938 -0.3356
H: -1.0028 -1.4866 -3.2442
H: 3.6296 5.0490 -4.3204
H: -1.5906 -5.4721 4.4687
H: 2.7080 2.1261 -3.8848

***

Density functional theory data (ωB97M-V with the def2-TZVPD basis set) for a cluster of 8 separate species, C16H47NO11 in total.

Output
M ... 429.548 g/mol
Total charge ... 0
ΔE to the lowest compared entry with this formula, charge and spin ... 1.7125 eV

Cartesian coordinates (Å):
O: 1.2253 -1.6808 0.2037
O: 1.2613 -1.6298 -3.4543
O: -4.3697 1.6282 0.8487
O: -0.1987 -1.1028 -1.4223
O: 0.4303 0.4282 0.2077
O: 2.7873 -1.2548 2.4307
O: -0.6527 1.2582 2.5857
O: 1.9073 -4.3148 -0.7103
O: -2.3537 -2.4248 -0.2803
O: 2.6173 1.6702 0.1707
O: 0.8393 2.6962 -4.1443
N: -1.4197 1.5592 -1.4733
C: 2.1103 -0.2488 3.1657
C: -2.0057 -2.4698 1.0287
C: 3.1153 0.2312 4.3627
C: -0.3547 2.6372 2.8787
C: 0.3843 1.8602 -3.2183
C: 0.3593 -0.7158 -0.2623
C: 3.5753 0.8832 -0.4683
C: -3.3207 0.9832 0.0397
C: -0.7417 2.4842 -2.2933
C: -2.5447 2.1672 -0.6363
C: -1.4517 3.2492 3.7987
C: -3.1897 -3.1108 1.8167
C: 2.6573 -1.7238 -3.0793
C: -5.2057 0.7232 1.3697
C: 1.8213 2.2072 -4.9793
C: 1.4673 -5.0988 -1.7573
H: 4.3873 1.3902 -0.4143
H: 3.5213 -0.4228 4.8367
H: 3.7923 0.9692 4.1397
H: -2.6437 0.3712 0.7427
H: 2.2463 -1.0568 1.5047
H: 2.6673 -1.5448 -1.9133
H: 1.4623 1.6532 -2.4863
H: -3.4527 2.5562 -1.2073
H: 3.2683 0.5552 -1.3193
H: -0.0797 0.8582 -3.6293
H: 1.3083 -2.4398 -0.3823
H: 1.2673 -6.2888 -1.4663
H: 2.8323 1.9142 -4.4653
H: -2.9487 -3.0608 2.8747
H: -1.5107 -2.0348 -0.6953
H: -0.2987 3.2982 -1.6693
H: -2.3907 3.1022 3.5707
H: 0.5873 -4.5778 -2.1163
H: -2.0777 2.8432 0.0817
H: 2.9523 -2.7348 -3.2533
H: -0.9367 -3.0638 1.3317
H: -1.2617 4.2692 3.6587
H: -5.9277 1.2762 1.9107
H: -1.3157 2.9532 4.8827
H: 3.2843 -0.9698 -3.5713
H: -0.6767 1.1792 -0.8793
H: 1.7473 1.2502 0.1197
H: -4.6017 0.2952 2.1807
H: 3.5863 0.0652 0.2477
H: -0.5027 3.1632 1.9757
H: 2.0933 -4.7688 -0.0133
H: 2.1683 -5.1698 -2.3433
H: -3.8987 0.3422 -0.7393
H: 2.6323 0.8092 4.8667
H: -5.6757 -0.0858 0.7187
H: -3.9027 -2.3498 1.6097
H: 1.7333 1.2752 -5.4913
H: 1.6883 0.6162 2.5597
H: -1.7027 0.8312 -2.1643
H: 0.6663 2.7762 3.1507
H: 0.8903 -1.3408 -2.7203
H: -3.4437 -3.9608 1.1737
H: 1.2353 -0.8018 3.8267
H: 2.0473 2.7752 -5.9143
H: -1.8917 -1.5578 1.4447
H: -0.2217 1.0752 1.7707
H: -1.4527 2.8782 -3.0503

***

Density functional theory data (ωB97M-V with the def2-TZVPD basis set) for a structure of composition C16H48BF4O16Tl.

Output
M ... 787.731 g/mol
Total charge ... +2
ΔE to the lowest compared entry with this formula, charge and spin ... 6.5097 eV

Cartesian coordinates (Å):
Tl: -4.9303 1.3561 2.6271
F: 1.0889 2.3737 -1.6825
F: 1.3952 1.7884 0.4661
F: -0.3439 0.8724 -0.7436
F: -0.4610 2.9304 -0.0399
O: -0.9062 2.2361 6.2904
O: -5.3056 2.3785 -2.7509
O: 1.0798 9.4065 -2.3192
O: 2.3835 -0.3561 -7.4360
O: -1.5022 4.8258 5.2568
O: -4.9689 -3.6441 -2.0265
O: -2.4689 -4.1102 3.8782
O: -4.3118 -3.0590 -4.8325
O: 3.2792 -4.0680 -0.8685
O: 0.8267 8.7367 0.4229
O: 7.0593 -2.5496 7.8722
O: -2.9954 -6.9100 3.9605
O: 5.3322 -3.8857 -3.9689
O: 2.1838 -2.9819 -9.2823
O: 4.4198 -1.6562 6.5310
O: -5.0775 4.8810 -1.5450
C: 3.8629 -4.4866 -2.0680
C: -5.1065 3.4478 -3.5978
C: -0.5207 3.4421 7.0746
C: -2.8338 -6.1834 5.1547
C: -1.9348 -4.8820 4.9357
C: 1.2621 8.0635 -1.9121
C: -5.3882 4.8382 -2.8977
C: 1.7599 8.0433 -0.4297
C: -4.1278 -4.4687 -2.7716
C: 1.3259 -1.0001 -8.0618
C: 4.7835 -2.9546 7.1222
C: -0.3576 4.5856 5.9907
C: 5.7863 -2.8556 8.2785
C: -4.6074 -4.3791 -4.2752
C: 5.0759 -3.6397 -2.5953
C: 1.7050 -1.6174 -9.3915
B: 0.4234 1.9897 -0.5040
H: -4.4339 -3.0419 -5.7845
H: -3.7961 -5.8283 5.5235
H: -5.1471 1.5402 -3.1910
H: -1.9002 -4.2628 5.8321
H: 4.9930 -2.5949 -2.2961
H: -1.3166 3.7445 7.7553
H: -2.2344 -4.6269 3.1039
H: 2.4593 -0.9976 -9.8762
H: 2.0867 7.0742 -0.0528
H: 2.6323 8.6833 -0.5623
H: 0.7791 -1.5818 -9.9655
H: -6.4679 4.9780 -2.8451
H: 5.7268 -3.0638 -4.2694
H: -2.3230 -6.7191 5.9549
H: -5.8617 -3.9006 -2.2691
H: 5.1887 -3.5342 6.2928
H: 2.9008 -3.1860 -0.8896
H: -0.8821 -5.0363 4.6988
H: -4.5259 5.6473 -1.3714
H: 1.3587 9.4102 0.8531
H: -3.8455 -6.6084 3.6319
H: -5.6482 -4.6950 -4.3459
H: 5.8952 -3.7162 8.9384
H: 3.8933 -3.5455 7.3379
H: 0.3677 7.4580 -2.0584
H: 6.0140 -3.8351 -2.0757
H: 0.4384 4.4158 5.2656
H: 4.1905 -5.5235 -1.9935
H: 0.4774 9.6417 -1.6096
H: -0.0171 1.8748 6.3127
H: -3.0641 -4.3680 -2.5558
H: -4.0613 3.5753 -3.8797
H: 3.0458 -4.4548 -2.7887
H: -1.2425 5.7234 5.0368
H: 7.2668 -1.6450 8.1175
H: 5.5127 -1.9809 8.8686
H: -0.0838 5.5494 6.4200
H: 2.0329 7.6735 -2.5768
H: -4.1185 -5.0729 -4.9591
H: 0.5966 -0.1966 -8.1649
H: 0.4355 3.3047 7.5795
H: 0.8350 -1.7540 -7.4464
H: 5.0260 -1.5391 5.7959
H: -4.9891 5.6769 -3.4682
H: 2.1672 -0.0839 -6.5412
H: 2.6050 -3.0061 -8.4200
H: -4.2108 -5.4811 -2.3763
H: -5.6401 3.4016 -4.5471

***

It is found that the highest occupied orbital energy values, taken in the order of the records, are -9.21 -9.16 -10.52 -4.24 -8.75 -13.20 eV.